Computed, not measured: a molecular structure, C13H24F3MgNO14, with ωB97M-V with the def2-TZVPD basis set.

The geometry in ORCA input format:
```
! RIJCOSX wB97M-V def2-TZVPD def2/J DEFGRID3
* xyz 0 1
Mg -8.025 7.096 -9.156
F -9.958 2.160 -8.540
F -10.494 3.750 -7.157
F -8.452 3.003 -7.275
O -5.142 7.896 -11.922
O -10.309 5.240 -9.304
O -9.451 10.094 -10.913
O -6.417 7.355 -8.004
O -9.788 9.399 -6.146
O -7.969 9.218 -9.539
O -9.332 7.948 -10.438
O -5.098 7.552 -6.187
O -4.557 6.137 -7.665
O -9.089 7.692 -7.474
O -6.766 6.862 -10.753
O -6.282 6.239 -12.801
O -10.089 7.393 -5.497
O -8.166 5.198 -8.777
N -8.929 9.142 -10.379
C -9.542 3.330 -7.998
C -4.838 8.812 -10.897
C -11.405 4.672 -10.005
C -9.629 8.131 -6.495
C -5.445 7.070 -7.358
C -4.843 5.241 -8.742
C -5.409 6.306 -13.951
C -5.933 8.557 -5.617
C -9.195 4.365 -9.069
C -6.095 7.000 -11.745
C -9.300 10.409 -6.996
C -9.774 6.000 -5.587
C -12.606 5.551 -9.688
H -8.812 5.749 -6.028
H -4.901 5.755 -9.706
H -6.991 8.404 -5.825
H -5.615 5.457 -14.588
H -5.747 4.719 -8.433
H -5.624 9.535 -5.982
H -9.922 5.562 -4.603
H -12.397 6.584 -9.976
H -11.648 3.632 -9.773
H -3.796 9.134 -10.883
H -9.737 10.415 -7.992
H -12.843 5.597 -8.625
H -8.217 10.392 -7.134
H -10.554 5.554 -6.214
H -3.975 4.616 -8.951
H -11.260 4.747 -11.090
H -4.389 6.282 -13.570
H -13.467 5.236 -10.282
H -8.957 3.856 -10.014
H -4.963 8.412 -9.889
H -5.830 8.522 -4.536
H -9.512 11.372 -6.531
H -5.550 7.277 -14.420
H -5.422 9.728 -10.979
*
```

Properties
F_max   0.05974 Eh/bohr
Gap between HOMO and LUMO   8.9477 eV
LUMO energy   0.33 eV
Calculated total energy   -57623.0061 eV
Energy above the lowest of the compared OMol25 structures with the same formula, charge and spin   1.102 eV

Atom charges from the Löwdin analysis, given in e for atoms 1 to 6: 0.61, 0.12, 0.13, 0.13, 0.02, -0.10